DFT (wB97M-V/def2-TZVPD) results for one molecule with the formula C5H4N2.

Bonds (Å) are listed after each position.
Element x y z (Å)
1 C 2.805 -0.247 0.190  C2 1.203, H8 1.055
2 C 1.603 -0.283 0.159  C1 1.203, C3 1.411
3 C 0.202 -0.129 0.086  C2 1.411, C4 1.377, N7 1.359
4 C -0.799 -0.891 -0.472  C3 1.377, C5 1.407, H9 1.080
5 C -1.959 -0.115 -0.293  C4 1.407, N6 1.328, H10 1.080
6 N -1.700 1.038 0.314  C5 1.328, N7 1.331
7 N -0.387 1.011 0.534  C3 1.359, N6 1.331, H11 1.009
8 H 3.809 0.032 0.022  C1 1.055
9 H -0.674 -1.855 -0.943  C4 1.080
10 H -2.974 -0.354 -0.573  C5 1.080
11 H 0.074 1.792 0.976  N7 1.009

* calculated total energy: -8227.556 eV
* LUMO: 0.98 eV
* multiplicity: 1
* maximum force: 0.87 eV/Å
* gap between HOMO and LUMO: 10.07 eV
* SMILES string: C#Cc1ccn[nH]1
* energy relative to the best compared isomer or geometry (same formula, charge and spin): 186.9 kJ/mol

natural (NBO) population analysis, charges in e, atoms 1 to 6: number 1, C, carries -0.185; number 2, C, carries -0.047; number 3, C, carries 0.031; number 4, C, carries -0.297; number 5, C, carries -0.060; number 6, N, carries -0.241